[1]
Formula: C30H37BCl57O3S
Source: the OMol25 dataset
Level of theory: wB97M-V/def2-TZVPD

Each line ends with the Mulliken charge.
Positions of all 129 atoms, in Å:
C (-0.919, 3.449, -3.565)  -0.229
O (-1.190, 3.739, -2.148)  -0.329
B (-1.698, 2.562, -1.418)  0.249
O (-2.628, 1.537, -1.933)  -0.091
S (-1.115, 2.371, 0.381)  -0.103
C (0.461, 3.396, 0.501)  -0.114
C (1.561, 2.512, 1.337)  -0.293
C (2.718, 3.540, 1.880)  -0.631
O (2.066, 1.321, 0.633)  -0.210
C (2.973, 1.667, -0.472)  -0.084
C (4.538, 1.343, 0.022)  0.424
C (4.728, 0.038, 0.996)  0.226
C (6.254, -0.297, 1.555)  0.000
C (7.513, 0.686, 1.126)  -0.075
C (7.326, 2.002, 0.114)  -0.312
C (5.798, 2.319, -0.428)  -0.562
H (0.216, 3.695, -3.820)  0.208
H (-1.583, 4.208, -4.196)  0.243
H (-1.094, 2.337, -3.888)  -0.007
H (-2.334, 0.681, -1.481)  0.225
H (-0.686, 1.038, 0.619)  0.231
H (0.868, 3.770, -0.530)  0.295
H (0.209, 4.342, 1.185)  0.347
H (0.995, 2.108, 2.308)  0.315
H (3.419, 2.924, 2.595)  0.297
H (3.397, 4.006, 1.036)  0.215
H (2.200, 4.468, 2.423)  0.001
H (2.848, 2.755, -0.889)  0.304
H (2.768, 0.869, -1.335)  0.101
H (3.789, -0.611, 1.266)  -0.444
H (6.349, -1.221, 2.269)  0.468
H (8.570, 0.391, 1.593)  -0.065
H (8.256, 2.664, -0.196)  -0.070
H (5.516, 3.231, -1.138)  0.398
C (-0.781, 4.423, 4.361)  -0.141
Cl (-0.222, 2.988, 5.237)  -0.013
Cl (0.596, 5.354, 3.748)  -0.150
Cl (-1.860, 3.961, 3.034)  -0.064
H (-1.341, 5.054, 5.056)  0.442
C (0.732, -0.262, -3.598)  -0.210
Cl (0.669, 0.035, -1.852)  0.206
Cl (-0.889, -0.593, -4.231)  0.192
Cl (1.459, 1.118, -4.438)  -0.118
H (1.357, -1.142, -3.775)  0.053
C (1.192, -4.084, -2.227)  0.217
Cl (-0.371, -3.374, -2.669)  -0.055
Cl (1.137, -5.849, -2.376)  -0.118
Cl (2.486, -3.415, -3.236)  -0.148
H (1.402, -3.833, -1.185)  0.062
C (2.619, 1.567, 7.290)  0.080
Cl (2.263, 3.296, 7.446)  -0.113
Cl (3.304, 0.934, 8.797)  -0.079
Cl (1.158, 0.668, 6.845)  -0.168
H (3.358, 1.438, 6.495)  0.277
C (7.377, -4.345, 1.754)  -0.264
Cl (7.066, -2.612, 1.553)  0.034
Cl (6.887, -4.881, 3.370)  -0.111
Cl (6.533, -5.277, 0.506)  -0.078
H (8.451, -4.516, 1.645)  0.354
C (3.180, -8.275, 0.355)  -0.068
Cl (4.609, -8.040, -0.665)  -0.113
Cl (3.526, -9.424, 1.658)  -0.122
Cl (2.630, -6.727, 1.020)  0.017
H (2.379, -8.687, -0.264)  0.296
C (10.079, -2.028, 4.244)  -0.075
Cl (9.408, -0.820, 3.134)  -0.124
Cl (9.273, -1.942, 5.819)  -0.116
Cl (9.930, -3.654, 3.556)  -0.107
H (11.141, -1.811, 4.388)  0.384
C (-4.506, 0.661, -5.774)  0.176
Cl (-4.035, -0.899, -5.080)  0.021
Cl (-3.138, 1.405, -6.620)  -0.094
Cl (-5.883, 0.464, -6.872)  -0.123
H (-4.808, 1.324, -4.959)  0.039
C (-6.417, -0.219, -1.674)  -0.282
Cl (-6.141, -1.775, -2.475)  0.063
Cl (-6.422, 1.098, -2.860)  -0.075
Cl (-7.939, -0.246, -0.768)  -0.045
H (-5.599, -0.044, -0.970)  0.328
C (-8.982, -1.682, 2.865)  -0.034
Cl (-7.381, -1.022, 2.490)  -0.113
Cl (-9.032, -2.284, 4.531)  -0.126
Cl (-10.236, -0.457, 2.608)  -0.042
H (-9.176, -2.520, 2.191)  0.310
C (-9.848, -0.631, -4.973)  0.042
Cl (-9.091, -0.608, -3.371)  -0.003
Cl (-8.749, 0.039, -6.190)  -0.091
Cl (-10.330, -2.279, -5.409)  -0.132
H (-10.745, -0.008, -4.939)  0.168
C (-5.019, -5.399, -3.618)  -0.070
Cl (-3.418, -4.739, -3.993)  -0.073
Cl (-5.069, -6.001, -1.952)  -0.125
Cl (-6.273, -4.174, -3.875)  -0.096
H (-5.212, -6.237, -4.292)  0.363
C (-12.455, 2.518, 4.349)  0.126
Cl (-12.766, 4.251, 4.147)  -0.120
Cl (-12.945, 1.981, 5.964)  -0.118
Cl (-13.298, 1.585, 3.101)  -0.111
H (-11.381, 2.346, 4.240)  0.216
C (1.798, -3.665, 3.249)  -0.197
Cl (2.358, -5.100, 4.125)  -0.079
Cl (3.176, -2.734, 2.636)  -0.001
Cl (0.719, -4.127, 1.922)  -0.102
H (1.239, -3.033, 3.944)  0.382
C (-2.741, -1.843, -9.094)  0.090
Cl (-1.984, -1.820, -7.492)  -0.019
Cl (-1.641, -1.173, -10.311)  -0.124
Cl (-3.222, -3.492, -9.530)  -0.120
H (-3.638, -1.220, -9.060)  0.168
C (2.250, 0.909, 13.026)  0.004
Cl (1.335, 0.045, 11.779)  -0.102
Cl (3.988, 0.627, 12.830)  -0.111
Cl (1.891, 2.643, 12.972)  -0.113
H (1.947, 0.525, 14.004)  0.328
C (10.085, 4.361, -2.165)  -0.032
Cl (9.729, 6.090, -2.009)  -0.122
Cl (10.770, 3.728, -0.659)  -0.133
Cl (8.624, 3.463, -2.610)  -0.036
H (10.824, 4.232, -2.960)  0.329
C (7.271, 1.848, -5.658)  0.020
Cl (6.600, 3.056, -6.767)  -0.120
Cl (6.464, 1.934, -4.083)  -0.039
Cl (7.122, 0.222, -6.345)  -0.115
H (8.332, 2.065, -5.514)  0.262
C (-11.852, 1.369, -1.862)  0.520
Cl (-12.164, 3.102, -2.063)  -0.129
Cl (-12.342, 0.832, -0.246)  -0.074
Cl (-12.696, 0.436, -3.110)  -0.142
H (-10.778, 1.197, -1.971)  -0.160

Forces on atoms 1 to 2 (eV/Å):
0.4 0.9 -2.4
-1.2 -4.4 1.9

Output
HOMO = -10.279 eV
Net charge = +1
Kohn-Sham gap = 6.744 eV


[2]
Formula: C21H17N6OPdSTe
Source: the OMol25 dataset
Level of theory: wB97M-V/def2-TZVPD

Each line ends with the Löwdin spin population.
Positions of all 48 atoms, in Å:
Pd (0.295, -0.251, -0.200)  1.241
N (2.786, 2.637, -2.420)  0.080
C (1.961, 1.946, -1.630)  0.086
S (2.509, 0.471, -0.955)  0.203
N (0.781, 2.547, -1.407)  0.219
N (-0.136, 1.834, -0.785)  0.279
C (-1.160, 2.558, -0.340)  -0.023
C (-2.326, 2.101, 0.276)  0.115
C (-3.244, 3.107, 0.717)  -0.023
C (-4.437, 2.793, 1.279)  0.083
C (-4.807, 1.425, 1.427)  0.026
C (-3.984, 0.426, 1.028)  0.034
C (-2.692, 0.699, 0.456)  0.085
O (-1.958, -0.267, 0.122)  0.219
H (3.712, 2.301, -2.615)  0.005
H (2.492, 3.537, -2.765)  0.002
H (-1.052, 3.632, -0.479)  0.000
H (-2.960, 4.142, 0.583)  -0.002
H (-5.114, 3.568, 1.607)  0.005
H (-5.769, 1.187, 1.863)  0.000
H (-4.256, -0.615, 1.128)  0.000
N (1.257, 1.317, 7.253)  -0.001
C (1.076, 1.159, 6.131)  0.000
C (0.850, 0.962, 4.730)  -0.001
C (-0.235, 0.207, 4.294)  0.003
C (-0.405, 0.036, 2.933)  0.005
N (0.423, 0.566, 2.031)  0.069
C (1.459, 1.289, 2.453)  0.004
C (1.714, 1.519, 3.793)  0.002
H (-0.925, -0.235, 4.997)  0.000
H (-1.233, -0.543, 2.543)  0.001
H (2.106, 1.693, 1.683)  0.001
H (2.562, 2.113, 4.100)  0.000
N (1.836, -2.708, 1.195)  0.010
C (1.043, -2.107, 0.606)  0.072
H (2.532, -3.265, 1.649)  0.001
Te (-0.665, -1.032, -2.635)  0.962
C (0.551, -2.523, -3.419)  0.092
C (1.778, -2.859, -2.840)  0.041
C (2.546, -3.868, -3.393)  -0.004
C (2.096, -4.554, -4.514)  0.052
C (0.876, -4.227, -5.091)  -0.004
C (0.105, -3.213, -4.552)  0.054
H (2.132, -2.320, -1.974)  0.001
H (3.500, -4.123, -2.951)  -0.001
H (2.698, -5.344, -4.940)  0.003
H (0.527, -4.762, -5.963)  -0.001
H (-0.843, -2.957, -5.007)  0.005

Forces on atoms 1 to 2 (eV/Å):
-0.3 0.2 0.0
0.0 0.0 0.1

Output
2S+1 = 5
HOMO (alpha / beta) = -10.588 / -11.019 eV
Net charge = +1
Kohn-Sham gap (alpha / beta) = 7.613 / 5.873 eV


[3]
Formula: C4H11N2
Source: the OMol25 dataset
Level of theory: wB97M-V/def2-TZVPD

Each line ends with the Mulliken charge.
Positions of all 17 atoms, in Å:
C (-0.463, -0.332, 1.689)  -1.110
N (-0.763, 0.094, 0.388)  0.092
C (-2.132, 0.580, 0.112)  -1.202
C (0.187, 0.018, -0.655)  -0.489
C (1.741, 0.131, -0.466)  0.005
N (2.515, -0.215, -1.486)  -0.267
H (-1.270, -1.126, 1.935)  0.346
H (0.525, -0.694, 1.825)  0.347
H (-0.566, 0.326, 2.482)  0.366
H (-2.675, 0.799, 0.925)  0.438
H (-2.295, 1.408, -0.530)  0.370
H (-2.672, -0.199, -0.391)  0.421
H (-0.178, 0.644, -1.473)  0.407
H (0.263, -1.083, -1.109)  0.311
H (1.923, 0.356, 0.521)  0.433
H (2.329, -0.591, -2.377)  0.241
H (3.531, -0.116, -1.391)  0.291

Forces on atoms 1 to 2 (eV/Å):
-2.5 -3.1 0.3
0.7 2.5 -1.0

Output
SMILES string = CN(C)CC=[NH2+]
HOMO = -12.107 eV
ΔE to the lowest compared entry with this formula, charge and spin = 371.6 kJ/mol
Net charge = +1
Kohn-Sham gap = 6.678 eV


Computed max |F| (eV/A) in order:
5.986 0.351 5.960
Computed electronic energy (eV) in order:
-763123.7704 -54640.4328 -7297.0967